(1)
# C67H145N4O16P2

11 unconnected molecules or ions with the total composition C67H145N4O16P2 at a distorted geometry (wB97M-V/def2-TZVPD, the Open Molecules 2025 dataset).

```
! RIJCOSX wB97M-V def2-TZVPD def2/J DEFGRID3
* xyz 1 1
P 7.7024 0.0492 -1.6594
P -9.0272 -1.5221 -0.5295
O 1.1690 -4.8219 -1.7504
O 4.0404 1.3991 -0.5318
O -1.0151 -2.1053 0.6073
O 0.3575 0.2561 6.4341
O -1.9091 2.8839 -0.9510
O 0.7465 -0.9592 4.5287
O -1.1873 4.9556 -1.3426
O 2.0129 0.4401 -0.7215
O -3.7974 1.6151 1.0486
O -5.2198 2.0218 -0.6447
O 0.1542 -4.5156 -3.7313
O -0.8288 -3.8994 -1.7550
O -0.5508 0.8408 4.5078
O -3.3864 4.4822 -1.5247
O -5.9638 0.8608 1.0564
O 2.8561 0.9290 1.3022
N 0.2985 -0.4320 1.6048
N 4.6540 -0.6352 4.6804
N 1.2671 4.9383 2.6688
N -2.5576 -0.4866 -3.8503
C -4.2906 -1.7100 -5.2797
C 1.4074 6.2518 0.6319
C 4.7321 -0.7819 6.1910
C 4.2342 0.7825 -5.0672
C -5.0254 1.4408 0.4742
C 2.7792 5.5874 0.8571
C 0.1793 -4.4790 -2.4813
C -0.2569 -0.9876 -3.1910
C -8.2477 -0.1237 -2.7970
C 7.9574 1.4651 -0.5911
C 1.0722 4.9210 4.1690
C -0.6359 0.6374 1.0883
C 10.3080 0.2325 -4.6238
C -7.6848 1.1754 -4.9030
C 1.2683 -2.6740 0.8966
C 6.0644 -3.7661 -0.5113
C -1.8456 0.8790 -3.6995
C 10.2100 0.4853 -3.1324
C 3.0645 0.8804 0.0592
C 4.5626 -3.5609 -0.2658
C 8.8513 1.1034 0.6001
C -10.0029 -1.8893 2.1940
C -5.1138 -1.6384 -6.5805
C -3.3142 -0.8869 -2.6283
C 0.0665 -1.7684 0.9508
C 9.2480 -0.5363 -2.4690
C 5.6760 0.3045 -5.2789
C 6.4982 0.5987 -2.9202
C 6.4474 0.9227 4.3142
C -10.6701 -1.9218 -1.2374
C -13.9849 -0.0242 -1.8762
C 3.4503 -4.2235 3.6073
C 2.4319 2.8053 7.1697
C 4.1093 0.7984 4.4350
C -11.3644 -1.8303 4.3314
C 2.7269 4.9553 2.2693
C 9.3702 2.3075 1.4017
C -8.0033 -3.0493 -0.4198
C 4.4026 -3.1223 4.1236
C 3.8643 -1.6844 3.9314
C 0.6585 3.6946 2.0421
C -5.8277 -2.6234 1.0047
C -5.9705 -2.8550 -6.8373
C -7.6349 1.1161 -3.3844
C 5.2004 1.5444 3.6864
C 1.5687 3.7944 6.3943
C -13.0092 -1.1932 -1.8944
C 11.3728 1.0803 -5.3361
C 2.1302 -4.1742 4.4257
C -8.3084 -0.0821 -1.2756
C 6.1070 -0.5743 4.1628
C -9.1315 -1.0954 1.2261
C -10.4089 -1.0525 3.4406
C 0.2004 -0.0018 5.1110
C -6.4656 -2.7413 -0.3630
C -2.0917 4.0981 -1.2493
C 6.8276 -1.3019 -0.7298
C 6.7050 -2.6739 -1.4077
C -0.4082 0.5244 -3.3452
C -3.4073 -0.4713 -5.1170
C 0.7375 6.1696 1.9816
C 6.2971 -0.3982 -4.0785
C -11.8197 -0.9378 -0.9214
C -4.2974 -2.5972 0.9910
C 1.7100 3.7255 4.8758
C -1.4084 -1.4534 -4.1160
C 10.1656 1.9573 2.6634
H 5.7870 -1.2776 -3.6833
H -1.7612 -2.4578 -3.8900
H 0.9901 7.0283 2.6120
H 7.7318 -3.0255 -1.5521
H -0.6757 1.4584 1.7942
H 10.5115 2.9137 3.0589
H 6.1110 -0.9049 3.1266
H -8.1308 -1.1623 1.6635
H 1.5825 -5.1135 4.3911
H 8.2881 0.5513 1.3597
H -10.9244 -2.1199 1.6422
H -2.7533 -0.2485 -5.9586
H 0.8389 3.7629 0.9697
H -9.2719 -0.1292 -3.1846
H -5.8116 -0.8062 -6.4620
H 12.3455 0.5919 -5.3245
H -6.8039 -2.8843 -6.1295
H -10.5119 -2.0825 -2.3080
H -6.2192 -1.7328 1.5066
H -5.9682 -3.6268 -0.7839
H -9.4156 -0.8611 3.8642
H 1.2307 -0.0297 1.4962
H 2.4438 -3.9384 5.4406
H 4.0464 -3.2566 -1.1808
H 5.2233 -1.7461 6.3357
H 6.6819 -1.2475 4.7944
H 3.0646 4.9009 0.0643
H -0.3406 -1.3835 -2.1818
H -3.6159 -2.5677 -5.3326
H -13.6008 0.8588 -2.3852
H 4.4278 -2.7117 0.4073
H -1.1224 -1.3237 -5.1566
H 6.9467 1.7762 -0.3055
H 8.5780 2.9588 1.7721
H 2.3551 3.1609 8.1996
H -0.2900 0.9998 6.4051
H 5.3396 -3.2688 3.5765
H 3.9429 1.3320 -5.9592
H -8.2137 -3.4603 -1.4142
H -13.5825 -2.0935 -1.6655
H 9.6671 0.4553 0.2759
H 4.6287 -3.3790 5.1592
H 6.8596 1.5881 -3.2169
H 11.4078 2.0707 -4.8812
H 5.8183 -0.8738 -0.6931
H -4.9841 -1.8085 -4.4451
H 2.7908 3.7593 4.6823
H 1.5940 -3.0310 1.8672
H 5.5323 -0.3149 -6.1701
H -0.4090 3.7700 2.2310
H -2.4172 1.5867 -3.1014
H -8.6445 1.4983 -5.3178
H 6.1900 -2.7712 -2.3612
H 5.2478 2.5929 3.9786
H 7.1951 -1.3322 0.2959
H -3.8311 -3.2303 0.2334
H -3.2901 2.0998 0.3776
H 3.1476 3.9502 2.3087
H -12.2433 -2.1800 3.7889
H 6.3337 1.0987 -5.6388
H -10.7455 -0.0257 3.2863
H 1.1706 2.8012 2.3860
H -6.1706 -2.0486 -1.1560
H 0.1325 -0.5498 2.6152
H -4.4798 -1.4160 -7.4407
H -6.2282 -3.3828 1.6847
H -10.8734 -2.7025 4.7658
H 1.9770 -1.9795 0.4199
H 6.5738 1.2759 5.3358
H -8.3105 1.9478 -3.1524
H 8.9340 -1.3739 -3.0876
H 3.6037 -0.0620 -4.7957
H -1.6480 0.2314 1.1166
H 0.6922 -1.3066 -3.6159
H 2.5123 0.5898 -1.5534
H 3.8542 -5.2271 3.7438
H 4.1301 -4.5262 -0.0119
H -7.0059 1.9157 -5.3227
H 6.6548 -3.7896 0.4067
H 1.4475 2.7381 4.4894
H 5.5839 0.7984 -2.3515
H 1.5300 -3.4408 3.8905
H -12.5567 -1.4335 -2.8593
H -11.7081 -1.2129 5.1617
H -0.3488 -4.1342 -0.9255
H -5.4526 -3.8117 -6.7996
H 3.2079 0.7048 3.8280
H -9.3630 -0.0318 1.3294
H 2.8539 -1.6856 4.3499
H 11.0835 1.2151 -6.3777
H -10.8490 -2.9405 -0.8819
H -6.6011 1.2428 -3.0602
H 3.7017 -0.9134 6.5130
H 8.3387 2.2728 -1.2206
H 11.2259 0.2403 -2.8135
H -4.0713 0.3987 -5.1224
H -3.8583 3.6594 -1.2728
H 10.4255 -0.8247 -4.8834
H -3.8722 -2.8764 1.9548
H 9.5916 1.4190 3.4198
H 3.4916 2.9385 6.9292
H 5.1627 1.3299 2.6193
H -2.5758 -0.7524 -1.8409
H 3.1983 -4.0967 2.5538
H 3.5855 6.3151 0.9703
H 1.2328 -3.4260 0.1062
H -3.9318 -1.5842 0.8119
H 9.8251 -0.8767 -1.6048
H -0.1302 0.9928 -2.3993
H -9.0634 0.6632 -1.0018
H 0.8754 5.6372 -0.1009
H 0.5323 3.6931 6.7243
H 7.2607 1.3003 3.6961
H -14.1906 0.2908 -0.8492
H 3.2405 5.5105 3.0551
H -1.7531 1.2662 -4.7143
H -7.3674 0.1910 -0.7769
H -8.2889 -3.7828 0.3302
H -12.1597 -1.2395 0.0717
H 10.0862 2.8445 0.7755
H 1.4846 5.8349 4.6003
H 4.2364 1.4845 -4.2275
H 1.8609 4.7957 6.7255
H -7.5922 0.1271 -5.2120
H 2.1508 1.7564 7.1114
H 5.3940 -0.0407 6.6210
H -0.4533 0.8183 0.0342
H 6.1827 -4.6849 -1.0858
H -3.7551 -1.8752 -2.7132
H -7.6410 -0.9185 -3.2483
H 0.2502 0.8689 -4.1402
H 7.2533 -0.8577 -4.3457
H -6.4660 -2.6815 -7.7943
H -9.6047 -2.8589 2.4917
H 1.5311 7.1816 0.0818
H -0.3508 6.2257 2.0085
H 0.0039 4.9876 4.3780
H 11.0801 1.3652 2.5803
H -11.4628 0.0875 -0.8358
H 3.8138 -1.3060 2.9109
H -14.9753 -0.3207 -2.2218
H 10.0222 1.5503 -2.9976
H -4.1498 -0.1993 -2.4811
H 9.3277 0.3774 -5.0977
H 3.8516 1.2813 5.3739
*
```

## Properties
HOMO level ... -8.1 eV
Maximum force ... 3.6 eV/A



(2)
# C5H5NO2

2 unconnected molecules or ions with the total composition C5H5NO2 at a distorted geometry (wB97M-V/def2-TZVPD, the Open Molecules 2025 dataset).

```
! RIJCOSX wB97M-V def2-TZVPD def2/J DEFGRID3
* xyz 0 1
O 1.6713 -0.9508 -0.7217
O -1.0632 0.8153 -0.4984
N 1.9135 -0.2232 -1.8233
C -1.0164 0.5300 1.0462
C 0.5445 -0.5813 -0.2163
C -0.1678 -0.8504 1.1552
C -0.0666 0.1814 -0.9970
C 0.9118 0.4883 -1.9560
H 0.1708 -0.8462 2.2047
H -0.9303 -1.6589 1.2300
H -2.2835 0.4713 1.7870
H 0.6072 1.1445 -2.6565
H -0.2914 1.4800 1.4460
*
```

## Properties
HOMO level ... -8.8 eV
Maximum force ... 8.5 eV/A



(3)
# C36H90O18

9 unconnected molecules or ions with the total composition C36H90O18 at a distorted geometry (wB97M-V/def2-TZVPD, the Open Molecules 2025 dataset).

```
! RIJCOSX wB97M-V def2-TZVPD def2/J DEFGRID3
* xyz 0 1
O -16.6033 -0.2379 -21.2333
O -12.9432 -1.4363 -17.0153
O -8.4378 -5.2022 -23.0300
O -9.0628 4.4478 -20.7613
O -8.8061 2.6342 -24.6473
O -7.1547 1.8884 -21.1360
O -11.7906 1.0977 -20.6879
O -10.3107 -5.0069 -26.7097
O -14.7640 -0.4837 -23.4272
O -15.7766 4.7411 -19.5788
O -11.7838 3.0103 -24.2725
O -11.0573 -1.4799 -27.3437
O -7.2017 -1.2594 -29.1844
O -15.2195 0.6072 -17.4912
O -10.1062 -0.5749 -22.3983
O -5.6435 -1.1614 -26.7043
O -14.0063 3.9986 -17.3995
O -7.7804 -8.2978 -24.8995
C -8.1396 -5.9916 -24.2000
C -11.7790 -2.2625 -17.4912
C -6.8427 0.9355 -22.1701
C -11.5871 -5.4872 -26.3201
C -15.9569 -0.4114 -16.8329
C -15.3837 0.4097 -21.3557
C -10.8968 -2.8699 -27.6582
C -4.3425 -1.2444 -26.2109
C -13.9295 0.7818 -17.0101
C -12.1417 -1.1121 -26.4751
C -10.9470 1.9920 -23.7799
C -9.6459 5.1166 -19.7104
C -7.1218 3.2552 -21.5498
C -10.0472 -0.5813 -20.9677
C -12.7536 3.4910 -23.3949
C -17.6736 0.6580 -20.8690
C -10.2888 -3.5614 -26.5011
C -16.4389 4.4853 -20.8493
C -6.7579 -8.0823 -25.8975
C -7.8381 2.6640 -25.6391
C -15.4321 -1.6332 -23.8991
C -14.3942 -0.5345 -22.0401
C -8.4794 -0.9510 -29.7010
C -7.7535 4.0172 -20.4241
C -10.4535 0.7482 -20.4322
C -9.8420 1.6708 -24.7478
C -7.3223 -4.9093 -22.1328
C -15.3849 4.1026 -17.3049
C -13.2953 5.1954 -17.7034
C -7.3197 -2.1033 -28.0360
C -12.8343 -0.1353 -17.4975
C -6.0599 -2.3970 -27.3684
C -16.0918 3.7874 -18.5788
C -9.9326 -1.7879 -23.0390
C -7.7539 -7.3981 -23.8206
C -12.3212 2.2122 -20.0466
H -10.2726 -1.6875 -24.0754
H -11.6423 3.1222 -20.1659
H -10.6830 5.1629 -19.9274
H -11.9200 -3.3446 -27.8492
H -7.2677 5.0347 -20.1624
H -13.1955 4.3050 -23.9653
H -8.9138 -1.9097 -30.1176
H -10.6025 -2.6116 -22.6101
H -12.2563 5.0676 -17.6120
H -7.0534 -7.2476 -26.5572
H -10.2693 -2.9866 -28.5099
H -11.6356 -6.5887 -26.2745
H -16.2013 -1.9745 -23.2284
H -12.9908 -1.8073 -26.4754
H -6.7961 -7.4924 -23.3130
H -12.3833 3.9607 -22.4966
H -14.4683 -1.5195 -21.6168
H -8.9919 -5.9997 -24.8607
H -14.7209 -2.4128 -24.0841
H -7.7867 3.4235 -19.4446
H -10.7330 -1.3144 -20.6478
H -11.6059 -2.2517 -18.5653
H -7.1020 -0.0336 -21.7985
H -10.8385 -3.3627 -25.5769
H -13.6734 1.8736 -17.2100
H -15.5188 -1.4142 -16.8204
H -17.5333 4.4806 -20.8096
H -9.8358 1.5411 -20.8688
H -17.3874 1.2262 -19.9558
H -16.2189 5.2645 -21.6100
H -7.6643 3.4015 -22.4760
H -13.2531 2.5410 -20.5182
H -7.5012 -3.9306 -21.7285
H -15.6618 5.1392 -17.0819
H -16.1920 -0.2143 -15.7658
H -4.3199 -2.0342 -25.4565
H -15.9281 -1.4251 -24.8639
H -11.9386 0.3925 -17.1565
H -11.5999 1.1451 -23.3991
H -16.1533 3.5629 -21.3680
H -11.8296 -0.9095 -25.4173
H -12.7768 -0.1886 -18.6117
H -6.3701 -4.8488 -22.6855
H -9.0504 -0.8691 -20.5677
H -8.3979 -0.3199 -30.5348
H -11.9922 -3.2655 -17.1900
H -10.4129 2.3804 -22.8922
H -10.2809 0.7721 -19.3518
H -9.4949 4.6153 -18.7652
H -5.7240 0.9318 -22.3989
H -13.5965 5.9978 -17.0419
H -9.1773 -0.4694 -28.9654
H -13.3725 -0.2256 -21.8976
H -7.2384 1.7206 -25.6880
H -7.3816 -5.5407 -24.7604
H -5.8153 -7.8025 -25.4051
H -3.6871 -1.3959 -27.1115
H -7.1676 -5.6339 -21.2949
H -7.3880 1.2528 -23.0395
H -11.7964 -5.1329 -25.3531
H -5.3196 -2.7550 -28.0867
H -12.3234 -5.0742 -27.0098
H -8.4374 -7.8008 -23.0398
H -10.9262 -1.8015 -17.0004
H -18.5334 0.0282 -20.7434
H -7.6734 -3.0686 -28.3141
H -15.0621 0.7334 -20.3626
H -8.0135 -1.6871 -27.2806
H -17.2028 3.7321 -18.5089
H -6.4736 -9.0226 -26.4489
H -9.5390 0.6857 -24.4775
H -9.4275 6.1736 -19.5694
H -8.8629 -2.1105 -23.0543
H -4.0999 -0.2744 -25.7260
H -16.8840 -0.5568 -17.4065
H -15.4105 1.3256 -22.0167
H -7.1568 3.4924 -25.3812
H -12.4915 2.0188 -18.9903
H -10.2747 1.7723 -25.7651
H -15.6718 3.4337 -16.5239
H -8.2436 2.8660 -26.6336
H -9.2518 -3.3332 -26.2584
H -13.4985 2.7262 -23.2719
H -15.6454 2.7804 -18.8495
H -13.4488 5.4987 -18.7282
H -17.8232 1.3743 -21.7041
H -13.9053 0.7729 -15.8889
H -6.2463 -3.1114 -26.5489
H -6.0476 3.5656 -21.6380
H -12.4761 -0.1613 -26.8813
*
```

## Properties
HOMO level ... -9.1 eV
SMILES string ... COCCOC.COCCOC.COCCOC.COCCOC.COCCOC.COCCOC.COCCOC.COCCOC.COCCOC
Maximum force ... 2.9 eV/A



(4)
# C23H17BiBr2N6S

A molecular structure, C23H17BiBr2N6S (wB97M-V/def2-TZVPD, the Open Molecules 2025 dataset).

```
! RIJCOSX wB97M-V def2-TZVPD def2/J DEFGRID3
* xyz 2 1
Bi -1.5016 0.4681 -0.9855
Br 1.7743 -5.6129 -0.8233
Br -5.6030 -4.8826 -3.1649
S -0.3192 0.7183 -3.1902
N -0.5510 -1.6180 -0.7007
N 1.5500 1.5467 -1.3171
N -1.0827 0.5250 1.5882
N 2.1839 1.4318 -3.4853
N 0.5774 1.3977 -0.3759
N -2.8826 -1.3082 -2.0848
C -0.1541 1.4456 1.8899
C -4.5041 -3.4380 -2.7474
C 4.0352 2.3399 2.7363
C -4.9319 -2.1368 -2.9777
C -0.4211 -3.9113 -1.3395
C 4.5386 3.4636 2.0950
C -1.1348 1.7972 4.0388
C -2.0249 0.2333 2.4842
C 0.6604 -1.7270 -0.1321
C -0.1537 2.1099 3.1080
C -3.2473 -3.6573 -2.1876
C 2.6615 3.4712 0.5927
C -4.0861 -1.1057 -2.6213
C 2.8287 1.7984 2.3275
C -1.0989 -2.7088 -1.2908
C -2.0816 0.8365 3.7296
C -2.4634 -2.5607 -1.8824
C 0.8359 -4.0100 -0.7590
C 0.8682 1.7395 0.8409
C 1.3840 -2.8960 -0.1354
C 3.8478 4.0308 1.0314
C 1.2378 1.2816 -2.5516
C 2.1379 2.3560 1.2464
H -1.1583 2.3050 4.9935
H -2.9117 -4.6637 -1.9907
H -2.8561 0.5610 4.4309
H 0.5944 2.8604 3.3165
H 5.4707 3.9007 2.4262
H 2.4305 0.9310 2.8410
H 1.9929 1.2621 -4.4572
H 2.1319 3.9061 -0.2434
H 4.2396 4.9104 0.5396
H -5.8989 -1.9317 -3.4130
H -0.8576 -4.7644 -1.8351
H 1.0569 -0.8429 0.3396
H -4.3832 -0.0751 -2.7773
H 4.5759 1.8943 3.5599
H 2.3573 -2.9329 0.3309
H 3.0909 1.7777 -3.2149
H -2.7548 -0.5156 2.1971
*
```

## Properties
HOMO level ... -13.9 eV
Maximum force ... 0.4 eV/A



(5)
# CH3Cl2P

A single CH3Cl2P molecule at a distorted geometry (wB97M-V/def2-TZVPD, the Open Molecules 2025 dataset).

```
! RIJCOSX wB97M-V def2-TZVPD def2/J DEFGRID3
* xyz 0 3
Cl -1.7032 1.3131 0.8283
Cl 1.5294 1.4094 0.0921
P -1.0388 0.1750 -0.7533
C 0.7865 -0.2188 0.0490
H 1.2367 -0.8461 -0.6574
H -1.6205 -1.1522 -0.5755
H 0.8099 -0.6805 1.0169
*
```

## Properties
HOMO level (spin up / spin down) ... -5.5 / -10.6 eV
Expectation value of S² ... 2.00
Maximum force ... 4.0 eV/A



(6)
# C10H10O

A single C10H10O molecule at a distorted geometry (wB97M-V/def2-TZVPD, the Open Molecules 2025 dataset).

```
! RIJCOSX wB97M-V def2-TZVPD def2/J DEFGRID3
* xyz 0 1
O 2.7302 -1.2707 -1.0231
C 2.1740 -0.1057 1.1916
C -0.2977 -1.8242 -0.4911
C 1.7561 -0.4581 -0.2245
C 2.5951 -0.0564 -1.3999
C -0.0574 1.9252 -0.7461
C 0.2733 -0.6014 -0.4729
C -0.5890 0.5289 -0.6443
C -1.9703 0.3191 -0.5841
C -2.4907 -0.9524 -0.3433
C -1.6732 -2.0553 -0.4283
H 1.4155 -0.5537 1.9310
H 3.2475 -0.4245 1.4168
H 2.1116 1.0029 1.3008
H -0.8884 2.4743 -1.3380
H 0.8253 1.7375 -1.3078
H 0.2635 -2.7516 -0.5153
H -2.5328 1.1896 -0.2639
H 0.1591 2.4061 0.2037
H -3.6241 -1.0978 -0.1780
H -1.8496 -3.0957 -0.3418
*
```

## Properties
HOMO level ... -9.1 eV
Maximum force ... 2.8 eV/A